C32H34AsN4O2Rh | wB97M-V/def2-TZVPD

Element x y z (Å)
Rh 0.88445 -0.28332 0.36668
N 3.39135 -0.05302 2.49110
C 3.78316 0.02442 1.17797
C 5.15305 0.14942 0.90395
C 5.57335 0.24254 -0.39671
C 4.62830 0.20927 -1.42797
C 3.31196 0.08474 -1.08412
N 2.89521 -0.01463 0.19836
C 2.16375 -0.21340 3.09110
C 2.13332 -0.22057 4.48951
C 0.93563 -0.35975 5.14230
C -0.23707 -0.49399 4.39830
C -0.14455 -0.48090 3.03539
N 1.03880 -0.35217 2.38651
H 4.15124 0.03394 3.14724
H 5.86072 0.17828 1.72170
H 6.62695 0.34673 -0.61786
H 4.91649 0.29425 -2.46487
H 2.53090 0.07091 -1.83428
H 3.05669 -0.10802 5.04099
H 0.90654 -0.35690 6.22349
H -1.20029 -0.60455 4.87257
H -1.01377 -0.57981 2.40707
N 0.10077 9.55946 -0.57065
C 0.19815 8.41996 -0.47051
C 0.31901 6.99104 -0.34699
C 1.33761 6.32285 -1.02006
C 1.45018 4.95067 -0.90041
C 0.54037 4.23404 -0.12168
C -0.47946 4.91281 0.54617
C -0.58527 6.28697 0.44245
C 0.65188 2.80830 -0.00403
C 0.66807 1.60522 0.06274
H 2.03361 6.88422 -1.62760
H 2.23988 4.41999 -1.41473
H -1.18094 4.35455 1.15110
H -1.36707 6.82220 0.96306
C -7.37471 -0.68362 -1.51901
C -5.89197 -0.71515 -1.32505
C -5.06777 -1.40971 -2.20950
C -3.70515 -1.48833 -2.01848
C -2.87609 -2.23329 -3.03495
C -3.13515 -0.84729 -0.88223
C -1.75508 -1.06298 -0.64450
O -1.12314 -0.71862 0.38307
C -3.95639 -0.07886 -0.00621
C -3.41269 0.71080 1.15066
C -5.31115 -0.03654 -0.25168
H -7.67362 -1.19054 -2.43319
H -7.73797 0.34432 -1.55107
H -7.86902 -1.17090 -0.67631
H -5.51059 -1.89693 -3.06900
H -3.51434 -2.60549 -3.83219
H -2.36297 -3.09270 -2.59937
H -2.12715 -1.58068 -3.48704
H -1.19419 -1.61146 -1.40858
H -2.49739 1.23939 0.88699
H -3.18260 0.05513 1.99347
H -4.15416 1.43435 1.48292
H -5.94433 0.54790 0.40518
C 3.72878 -3.87505 -0.27289
As 1.93263 -3.70163 -0.91484
C 0.94834 -5.22925 -0.32192
C 1.95235 -3.66129 -2.83143
O 1.21360 -2.31179 -0.32850
H 4.12310 -4.84688 -0.56728
H 3.71919 -3.79938 0.81303
H 4.34700 -3.08521 -0.69742
H 1.33669 -6.13154 -0.79223
H -0.09932 -5.09535 -0.58397
H 1.04648 -5.30636 0.75929
H 2.83662 -4.17271 -3.20752
H 1.95912 -2.62239 -3.15487
H 1.06004 -4.15571 -3.21065

The frontier orbital gap (spin up / spin down) is 6.037 / 6.040 eV. Its net charge is +2. The energy relative to the best compared isomer or geometry (same formula, charge and spin) comes out at 7.1 kcal/mol. The calculation puts the LUMO energy (spin up / spin down) at -6.86 / -6.85 eV. For the largest force on an atom, the calculation gives 1.86 eV/A. For the HOMO energy (spin up / spin down), the calculation gives -12.893 / -12.892 eV.